The following is a DFT calculation (ωB97M-V/def2-TZVPD) of 2 unconnected molecules or ions with the total composition C5H6N at a distorted geometry.

- molar mass (g/mol) = 80.110
- DFT total energy (hartree) = -248.21767
- largest force on an atom (eV/Å) = 10.323
- frontier orbital gap (alpha / beta) (Ha) = 0.298 / 0.301
- charge = +1
- relative energy (zero: lowest compared OMol25 entry of this formula, charge and spin) (eV) = 10.831
- highest occupied orbital energy (alpha / beta) (Ha) = -0.5716 / -0.5714

Last column: Löwdin charge in e.
Geometry (Å):
C1 4.25 0.70 0.02  0.055
C2 3.49 0.90 0.89  -0.002
C3 -0.33 -0.48 0.88  -0.012
C4 -0.13 0.81 0.09  -0.012
C5 0.28 -0.44 -0.36  -0.280
N1 0.90 -1.10 -1.27  0.319
H1 0.04 -0.56 1.94  0.166
H2 -1.38 -0.84 0.85  0.154
H3 -1.01 1.30 -0.37  0.152
H4 0.67 1.50 0.45  0.133
H5 1.27 -0.70 -2.04  0.110
H6 0.88 -2.17 -1.14  0.218

The following is a DFT calculation (ωB97M-V/def2-TZVPD) of a single C4H9N3O molecule at a distorted geometry.

- molar mass (g/mol) = 115.136
- DFT total energy (hartree) = -397.31729
- largest force on an atom (eV/Å) = 2.608
- frontier orbital gap (Ha) = 0.359
- charge = 0
- relative energy (zero: lowest compared OMol25 entry of this formula, charge and spin) (eV) = 0.908
- highest occupied orbital energy (Ha) = -0.3316
- SMILES string = C/N=C(\N)NC(C)=O

Last column: Löwdin charge in e.
Geometry (Å):
C1 1.59 0.24 1.39  -0.127
N1 0.72 0.31 0.24  0.000
C2 0.40 -0.71 -0.46  -0.513
N2 0.91 -1.98 -0.42  0.168
N3 -0.65 -0.44 -1.31  0.107
C3 -1.07 0.98 -1.02  -0.478
C4 -1.93 1.08 0.22  -0.021
O1 -1.05 1.80 -1.90  0.086
H1 2.60 -0.05 1.11  0.071
H2 1.63 1.23 1.84  0.069
H3 1.24 -0.48 2.14  0.080
H4 0.69 -2.61 -1.16  0.095
H5 1.78 -2.12 0.07  0.092
H6 -0.48 -0.64 -2.30  0.131
H7 -2.87 1.55 -0.06  0.083
H8 -2.11 0.12 0.69  0.079
H9 -1.41 1.72 0.93  0.078

The following is a DFT calculation (ωB97M-V/def2-TZVPD) of a molecular structure, C44H56BKN11O2Se at a distorted geometry.

- molar mass (g/mol) = 899.877
- DFT total energy (hartree) = -5489.58655
- largest force on an atom (eV/Å) = 1.425
- frontier orbital gap (Ha) = 0.271
- charge = -1
- relative energy (zero: lowest compared OMol25 entry of this formula, charge and spin) (eV) = 0.000
- highest occupied orbital energy (Ha) = -0.1932

Last column: Löwdin charge in e.
Geometry (Å):
K1 -0.23 -1.05 0.48  0.612
O1 -0.10 -5.35 -0.33  0.018
C1 -0.13 -4.16 -0.66  -0.505
N1 0.82 -3.25 -0.48  0.076
C2 2.13 -3.56 -0.46  -0.504
O2 2.75 -4.27 -1.24  0.045
C3 2.90 -2.92 0.68  -0.227
C4 3.78 -3.72 1.40  -0.004
C5 4.49 -3.16 2.45  -0.070
C6 4.33 -1.81 2.72  -0.064
C7 3.44 -1.09 1.94  -0.150
N2 2.72 -1.63 0.96  -0.004
C8 -1.41 -3.64 -1.28  -0.183
C9 -2.07 -4.49 -2.17  -0.004
C10 -3.22 -4.04 -2.80  -0.070
C11 -3.70 -2.78 -2.49  -0.065
C12 -3.00 -2.03 -1.56  -0.146
N3 -1.88 -2.44 -0.97  0.068
H1 3.90 -4.76 1.14  0.118
H2 5.17 -3.76 3.04  0.100
H3 4.89 -1.32 3.51  0.096
H4 3.31 -0.02 2.09  0.082
H5 -1.66 -5.47 -2.36  0.114
H6 -3.74 -4.67 -3.51  0.099
H7 -4.59 -2.38 -2.95  0.099
H8 -3.35 -1.04 -1.28  0.088
C13 -3.65 3.36 3.42  -0.037
C14 -2.27 2.94 3.02  -0.276
C15 -1.08 3.52 3.40  0.011
C16 -0.08 2.76 2.75  -0.273
N4 -0.64 1.81 2.02  0.144
N5 -1.97 1.91 2.19  0.025
B1 -3.00 1.00 1.50  -0.511
N6 -2.98 1.23 -0.04  0.022
N7 -1.89 0.99 -0.80  0.112
C17 -2.19 1.37 -2.03  -0.273
C18 -3.51 1.85 -2.08  0.010
C19 -3.98 1.75 -0.78  -0.284
C20 -5.32 2.18 -0.28  -0.028
C21 -1.17 1.33 -3.15  -0.537
C22 0.00 2.25 -2.75  -0.060
C23 -1.79 1.84 -4.45  -0.067
C24 -0.65 -0.10 -3.36  -0.045
N8 -2.80 -0.49 1.87  0.013
N9 -1.70 -0.98 2.49  0.015
C25 -1.97 -2.23 2.85  -0.274
C26 -3.28 -2.57 2.44  0.023
C27 -3.77 -1.43 1.83  -0.284
C28 -5.13 -1.21 1.26  -0.023
C29 -0.99 -3.06 3.64  -0.537
C30 -0.33 -2.17 4.70  -0.046
C31 -1.73 -4.21 4.33  -0.061
C32 0.10 -3.64 2.73  -0.032
C33 1.42 2.90 2.84  -0.547
C34 1.96 1.73 3.68  -0.049
C35 2.02 2.85 1.43  -0.057
C36 1.80 4.22 3.51  -0.069
H9 -3.58 4.18 4.14  0.072
H10 -4.19 2.53 3.89  0.078
H11 -4.23 3.70 2.56  0.065
H12 -0.96 4.37 4.05  0.095
H13 -4.09 1.31 1.89  0.107
H14 -4.06 2.25 -2.92  0.097
H15 -5.87 2.65 -1.09  0.075
H16 -5.22 2.89 0.54  0.065
H17 -5.91 1.33 0.09  0.063
H18 -0.37 3.27 -2.57  0.088
H19 0.75 2.28 -3.55  0.072
H20 0.46 1.88 -1.84  0.042
H21 -2.14 2.87 -4.34  0.080
H22 -2.63 1.21 -4.75  0.083
H23 -1.04 1.82 -5.25  0.080
H24 -0.18 -0.47 -2.45  0.032
H25 0.08 -0.12 -4.17  0.084
H26 -1.48 -0.77 -3.62  0.080
H27 -3.81 -3.49 2.58  0.103
H28 -5.73 -2.11 1.41  0.079
H29 -5.10 -0.99 0.19  0.065
H30 -5.63 -0.37 1.76  0.072
H31 -1.07 -1.78 5.40  0.085
H32 0.16 -1.32 4.22  0.067
H33 0.42 -2.73 5.26  0.080
H34 -2.56 -3.84 4.92  0.083
H35 -1.04 -4.75 4.99  0.080
H36 -2.11 -4.92 3.59  0.083
H37 0.66 -2.84 2.25  0.046
H38 -0.33 -4.27 1.95  0.080
H39 0.79 -4.25 3.31  0.093
H40 1.57 0.79 3.30  0.066
H41 1.66 1.85 4.72  0.086
H42 3.06 1.71 3.64  0.078
H43 1.87 1.86 0.98  0.044
H44 3.09 3.06 1.46  0.081
H45 1.53 3.58 0.78  0.085
H46 1.39 4.27 4.52  0.075
H47 1.42 5.07 2.94  0.085
H48 2.88 4.30 3.58  0.079
C37 4.30 -0.96 -4.20  -0.029
N10 4.12 0.43 -3.85  -0.081
C38 3.40 0.86 -2.76  -0.716
Se1 2.66 -0.14 -1.44  0.830
N11 3.44 2.23 -2.81  0.111
C39 4.22 2.66 -3.87  -0.181
C40 4.60 3.92 -4.30  -0.018
C41 5.43 3.99 -5.41  -0.106
C42 5.87 2.84 -6.06  -0.105
C43 5.48 1.58 -5.63  -0.014
C44 4.65 1.50 -4.53  -0.164
H49 3.74 -1.57 -3.48  0.048
H50 5.35 -1.24 -4.14  0.098
H51 3.93 -1.15 -5.20  0.097
H52 2.98 2.79 -2.12  0.146
H53 4.26 4.81 -3.79  0.110
H54 5.75 4.96 -5.77  0.097
H55 6.52 2.93 -6.92  0.097
H56 5.82 0.68 -6.14  0.108